Molecular formula: C12H24F7O12PPd
Method: DFT, the ωB97M-V functional and the def2-TZVPD basis

The HOMO energy (alpha / beta) comes out at -10.2 / -10.4 eV. Its spin multiplicity is 3. The value obtained for the energy above the lowest of the compared OMol25 structures with the same formula, charge and spin is 0.00 kJ/mol. As for the HOMO-LUMO gap (alpha / beta): 10.8 / 9.5 eV. The LUMO energy (alpha / beta) comes out at 0.539 / -0.915 eV. As for the max |F|: 2.64 eV Å⁻¹.

Each line ends with the Löwdin charge.
Geometry (Å):
O: -8.98 29.98 -34.71  0.0387
H: -13.73 28.69 -30.16  0.0638
C: -10.83 30.73 -30.10  -0.5676
H: -13.88 31.08 -30.78  0.0958
H: -11.45 26.79 -34.87  0.0874
F: -12.11 28.22 -32.86  -0.5024
C: -10.97 25.37 -28.04  -0.0204
H: -10.56 24.98 -28.97  0.0868
C: -12.72 26.58 -29.16  -0.5670
F: -6.99 26.64 -30.60  -0.1445
F: -8.37 28.45 -30.58  -0.2293
C: -11.93 25.85 -34.60  -0.0342
O: -11.96 31.43 -30.26  0.0208
H: -7.25 26.73 -33.49  0.0900
O: -13.94 27.00 -28.91  0.0426
H: -7.44 24.04 -32.73  0.0998
C: -14.48 28.02 -29.75  -0.0225
O: -10.09 31.42 -29.27  0.0509
O: -12.30 25.88 -28.13  0.0439
H: -10.29 26.04 -27.54  0.0866
H: -6.50 28.00 -32.51  0.0871
H: -12.67 25.59 -35.35  0.0970
C: -8.63 28.95 -33.95  -0.5682
H: -15.25 28.53 -29.18  0.1017
F: -7.75 26.02 -28.47  -0.1266
C: -10.25 24.79 -33.39  -0.5852
H: -8.33 22.56 -32.17  0.0996
H: -8.57 24.17 -31.55  0.0829
C: -6.69 27.66 -33.53  -0.0240
H: -5.72 27.51 -33.99  0.0998
F: -9.23 27.89 -28.62  -0.1637
F: -6.92 28.12 -28.84  -0.1382
C: -8.40 23.60 -32.47  -0.0384
O: -9.31 28.33 -33.18  0.0273
O: -12.16 26.84 -30.21  0.0320
H: -14.94 27.65 -30.67  0.1072
H: -12.82 29.97 -31.57  0.0522
H: -12.79 31.65 -32.11  0.1013
O: -10.53 29.78 -30.78  0.0425
F: -9.17 26.29 -30.26  -0.2112
P: -8.05 27.20 -29.53  0.2040
H: -12.46 26.06 -33.67  0.0775
O: -9.36 23.83 -33.47  0.0429
H: -8.84 30.25 -28.08  0.0938
O: -10.30 25.59 -32.49  0.0431
C: -12.89 31.01 -31.24  -0.0500
H: -10.29 31.48 -34.74  0.0952
H: -10.88 30.08 -35.49  0.0996
C: -8.80 30.96 -28.90  -0.0197
H: -11.15 24.45 -27.47  0.1029
H: -10.90 30.11 -33.71  0.0650
C: -10.35 30.40 -34.60  -0.0121
H: -8.17 31.80 -28.61  0.0998
O: -7.39 28.62 -34.31  0.0288
H: -8.31 30.48 -29.74  0.0820
O: -11.01 24.77 -34.47  0.0439
Pd: -10.54 27.67 -31.54  1.2094

---

Molecular formula: C12H24IrN6Se4
Method: DFT, the ωB97M-V functional and the def2-TZVPD basis

The HOMO energy (alpha / beta) comes out at -10.0 / -10.0 eV. Its total charge is +1. As for the HOMO-LUMO gap (alpha / beta): 4.8 / 4.9 eV. The LUMO energy (alpha / beta) comes out at -5.195 / -5.151 eV. As for the max |F|: 2.24 eV Å⁻¹.

Each line ends with the Löwdin charge.
Geometry (Å):
H: 1.35 3.30 1.60  0.0478
H: 0.62 3.23 -0.04  0.0092
C: -3.31 -0.41 1.78  -0.0754
H: -4.08 -4.18 -0.50  0.1318
H: -1.25 -3.76 -2.04  0.0895
H: 1.83 4.47 0.35  0.1027
H: -5.36 -1.90 0.66  0.1305
N: 1.38 0.61 -0.18  -0.0401
C: -0.07 -1.22 -1.01  -0.2366
C: 1.25 -0.83 -0.33  -0.2345
Se: -2.28 2.95 -0.08  0.1281
N: -2.68 -2.68 -0.93  -0.0779
C: 4.26 -0.46 -0.91  -0.0407
H: 5.35 -0.40 -0.98  0.0953
H: -2.77 -0.84 2.63  0.0919
H: -0.14 -0.67 -1.96  0.1212
N: 3.80 0.77 -0.31  -0.0798
C: -2.32 -1.60 -0.18  -0.3258
H: 3.87 -0.60 -1.92  0.1015
Se: -1.33 3.29 3.65  0.0395
H: -2.89 -3.74 -2.68  0.0950
H: 2.05 -1.27 -0.92  0.0857
H: -4.71 -2.81 -1.44  0.1325
H: -4.33 -0.18 2.07  0.1038
H: 4.14 3.16 1.34  0.1334
Se: -0.29 1.34 3.09  0.1135
H: 1.27 -1.28 0.67  0.1246
C: -2.13 -3.13 -2.19  -0.0332
C: 4.75 1.87 -0.31  -0.1140
C: -4.04 -3.10 -0.63  -0.1101
H: 5.62 1.60 0.30  0.1313
C: 2.52 1.24 -0.16  -0.3223
H: -0.01 -2.29 -1.23  0.1003
Se: -2.83 3.96 1.89  0.0329
C: 3.95 3.02 0.27  -0.1123
H: -1.88 -2.30 -2.85  0.0978
C: 1.54 3.43 0.53  -0.0814
H: 5.09 2.08 -1.33  0.1333
N: -1.22 -0.91 -0.18  -0.0413
N: 2.59 2.58 0.05  -0.1026
H: -2.81 0.52 1.48  -0.0398
Ir: -0.67 1.12 0.59  0.5523
H: 4.13 3.97 -0.24  0.1308
C: -4.36 -2.34 0.66  -0.1108
H: -4.26 -2.98 1.54  0.1327
H: 4.02 -1.32 -0.29  0.0921
N: -3.35 -1.30 0.66  -0.1021

---

Molecular formula: C12H24N2O3
Method: DFT, the ωB97M-V functional and the def2-TZVPD basis

The HOMO energy comes out at -9.6 eV. The value obtained for the energy above the lowest of the compared OMol25 structures with the same formula, charge and spin is 339.53 kJ/mol. As for the HOMO-LUMO gap: 9.9 eV. The LUMO energy comes out at 0.306 eV. As for the max |F|: 5.44 eV Å⁻¹.

Each line ends with the Löwdin charge.
Geometry (Å):
C: 2.55 -0.46 1.09  -0.1471
C: -5.55 0.64 -0.35  -0.1258
C: -1.87 -0.74 -0.27  -0.3752
H: -3.63 2.38 0.54  0.0743
H: -5.37 1.75 -0.46  0.0516
C: 2.35 1.74 -0.15  -0.4100
H: -2.09 2.26 -0.48  0.1289
O: 1.72 2.33 -1.10  0.0439
H: -1.48 -2.58 -0.34  0.1100
H: 4.12 1.45 0.97  0.1903
H: 1.58 -2.95 0.15  0.0766
H: -1.63 -0.46 -1.29  0.1372
H: -4.00 -0.10 -1.88  0.1347
O: 3.63 2.07 0.24  0.0491
C: -0.59 -0.49 0.51  -0.4189
H: 3.48 -0.17 1.65  0.1215
H: -3.37 -0.23 1.11  0.1195
H: 2.67 -3.13 -1.15  0.0883
C: 2.10 -2.34 -0.59  -0.0854
H: 1.91 -1.02 1.82  0.1325
C: -2.76 1.69 0.35  -0.0731
H: -6.49 0.15 -0.89  0.0957
H: 3.81 -2.10 0.65  0.1167
H: 4.76 -0.18 -1.03  0.0840
H: 1.53 -1.78 -1.29  0.0525
H: -2.53 -2.18 0.93  0.1444
N: -2.39 -2.05 -0.15  0.0342
H: -5.70 0.56 0.80  0.0888
H: -2.12 1.75 1.26  0.0808
C: -3.05 0.21 0.19  -0.3504
H: -4.53 -1.25 -0.73  0.0874
H: 4.14 -1.49 -2.00  0.0923
H: 3.08 -0.04 -1.53  0.1018
N: 0.42 0.26 -0.15  0.1188
C: 3.18 -1.44 0.11  -0.3911
C: -4.24 -0.19 -0.74  -0.2427
H: 1.28 1.06 1.60  0.1635
C: 1.63 0.65 0.64  -0.2213
O: -0.55 -0.68 1.73  0.0476
C: 3.84 -0.84 -1.14  -0.0896
H: 0.35 0.50 -1.17  0.1636

---

Molecular formula: C12H24N6O3S
Method: DFT, the ωB97M-V functional and the def2-TZVPD basis

The HOMO energy comes out at -7.9 eV. The value obtained for the energy above the lowest of the compared OMol25 structures with the same formula, charge and spin is 344.51 kJ/mol. As for the HOMO-LUMO gap: 8.5 eV. The LUMO energy comes out at 0.652 eV. As for the max |F|: 8.59 eV Å⁻¹.

Each line ends with the Löwdin charge.
Geometry (Å):
H: -1.20 0.98 0.76  0.1190
C: -0.71 -2.47 -0.72  -0.6342
N: -1.25 -3.63 -0.49  0.1706
H: -1.71 2.39 -1.04  0.1329
H: 0.76 1.97 -0.84  0.1192
H: 2.35 2.69 6.41  0.1030
H: -2.19 2.90 -5.08  0.0834
C: 1.91 -0.64 2.09  -0.1182
O: -1.86 2.01 -3.15  -0.2270
H: -1.05 0.33 -3.34  0.1198
H: 1.31 0.98 5.34  0.1281
O: 2.95 3.04 3.48  -0.2993
C: -0.33 0.51 1.31  -0.0755
N: -0.53 -0.59 -3.24  0.1915
H: -0.53 2.74 -4.61  0.1060
H: 0.81 1.34 -2.48  0.1161
H: -0.81 -0.27 1.99  0.1342
H: -0.74 -1.34 -3.84  0.1029
H: 1.19 -1.33 2.60  0.1220
H: 0.22 2.08 2.87  0.1251
H: 2.89 -1.03 2.31  0.0949
C: 0.17 1.40 -1.60  -0.0930
H: 4.05 2.05 6.07  0.0793
H: 2.15 0.19 0.18  0.1230
C: 0.24 -0.46 0.26  -0.5206
H: -1.62 4.03 -3.76  0.1084
H: -1.31 -4.22 -1.25  0.0731
S: 2.96 1.59 3.49  0.6900
H: 2.14 -1.59 0.08  0.1371
C: -0.46 -0.94 -2.04  -0.4416
C: 1.63 -0.71 0.52  -0.0958
C: 2.47 0.99 5.13  -0.3332
C: 3.02 1.75 6.33  -0.1418
N: -0.40 -1.77 0.31  0.1427
H: -1.15 -3.86 0.46  0.0937
H: 2.71 -0.13 5.15  0.1147
N: 1.75 0.82 2.43  -0.2475
H: -0.68 3.28 -2.14  0.0931
C: -1.09 2.29 -1.98  -0.1826
N: -0.08 0.02 -1.09  0.0594
H: 2.82 1.26 7.27  0.0691
C: -1.56 2.97 -4.19  -0.0911
N: -0.63 -2.20 -1.95  0.1778
H: 0.83 2.37 1.17  0.1180
O: 4.25 0.97 3.18  -0.3281
C: 0.65 1.56 1.97  -0.2185